<1>
{
  "formula": "C4H5NO2",
  "method": "wB97M-V/def2-TZVPD",
  "e_lumo_ev": 0.81,
  "orbital_gap_ev": 10.59,
  "charge": 0,
  "homo_ev": -9.8,
  "smiles": "O=C1NC[C@H]2O[C@@H]12",
  "elements": ["O", "C", "N", "C", "C", "O", "C", "H", "H", "H", "H", "H"],
  "positions_angstrom": [[0.95, 2.31, 0.58], [0.54, 1.18, 0.39], [1.25, 0.13, -0.12], [0.45, -1.07, -0.32], [-0.98, -0.54, -0.26], [-1.35, -0.44, 1.11], [-0.92, 0.75, 0.44], [2.16, 0.27, -0.53], [0.57, -1.75, 0.53], [0.72, -1.60, -1.24], [-1.72, -0.78, -1.01], [-1.66, 1.54, 0.42]]
}



<2>
{
  "formula": "C4H5NO2",
  "method": "wB97M-V/def2-TZVPD",
  "e_lumo_ev": 0.62,
  "orbital_gap_ev": 10.55,
  "charge": 0,
  "homo_ev": -9.9,
  "smiles": "O=C[C@H]1CN1C=O",
  "elements": ["O", "C", "C", "C", "N", "C", "O", "H", "H", "H", "H", "H"],
  "positions_angstrom": [[-2.57, 0.65, 0.49], [-1.41, 0.73, 0.21], [-0.67, -0.42, -0.41], [0.55, -0.14, -1.23], [0.64, -0.83, 0.04], [1.19, -0.31, 1.22], [0.56, 0.29, 2.06], [-0.85, 1.69, 0.32], [-1.32, -1.26, -0.66], [0.88, 0.90, -1.27], [0.76, -0.73, -2.12], [2.25, -0.59, 1.35]]
}



<3>
{
  "formula": "C4H5NO2",
  "method": "wB97M-V/def2-TZVPD",
  "e_lumo_ev": 0.30,
  "orbital_gap_ev": 10.24,
  "charge": 0,
  "homo_ev": -9.9,
  "smiles": "C=CC=O.N=C=O",
  "elements": ["O", "C", "C", "C", "N", "C", "O", "H", "H", "H", "H", "H"],
  "positions_angstrom": [[0.72, 0.89, 1.99], [0.38, 1.36, 0.92], [0.70, 0.73, -0.38], [1.33, -0.45, -0.43], [-0.98, -1.73, -0.39], [-1.50, -0.63, -0.17], [-2.02, 0.38, 0.03], [-0.21, 2.30, 0.88], [0.32, 1.21, -1.28], [1.54, -0.96, -1.37], [1.63, -0.94, 0.49], [-1.93, -2.17, -0.28]]
}



According to the calculations, the structures order from most to least stable as <1>, <2>, <3>.